The following is a quantum chemistry calculation of a structure of composition C50H46CdCl3N9O8S in a non-equilibrium geometry, from the Open Molecules 2025 dataset.

```
! RIJCOSX wB97M-V def2-TZVPD def2/J DEFGRID3
* xyz -2 1
Cd 0.413 0.276 -0.154
C 4.921 2.916 -2.335
C 4.638 1.767 -3.056
C 3.884 0.757 -2.492
C 3.387 0.892 -1.188
C 3.704 2.043 -0.459
C 4.457 3.045 -1.034
N 2.543 -0.062 -0.669
C 2.843 -1.350 -0.656
C 4.173 -1.842 -0.720
C 4.446 -3.178 -0.612
C 3.409 -4.117 -0.481
C 2.103 -3.702 -0.475
C 1.781 -2.329 -0.547
N 0.541 -1.840 -0.605
N -0.486 -2.630 -0.827
C -1.640 -1.992 -1.110
C -2.763 -2.795 -1.424
C -3.938 -2.204 -1.805
C -3.996 -0.809 -1.863
C -2.858 -0.089 -1.538
N -1.716 -0.641 -1.171
H 5.507 3.710 -2.780
H 5.006 1.655 -4.068
H 3.644 -0.135 -3.059
H 3.372 2.103 0.566
H 4.688 3.939 -0.468
H 4.975 -1.122 -0.808
H 5.475 -3.519 -0.613
H 3.651 -5.166 -0.374
H 1.287 -4.404 -0.376
H -2.650 -3.866 -1.380
H -4.803 -2.802 -2.065
H -4.895 -0.294 -2.162
H -2.871 0.994 -1.593
O -3.168 4.306 -3.186
C -3.760 4.246 -2.071
O -4.912 4.601 -1.834
C -2.964 3.703 -0.895
C -3.464 3.625 0.367
N -2.492 3.188 1.271
N -1.348 2.898 0.489
C -1.631 3.199 -0.860
C -0.742 2.755 -1.884
O -0.990 3.109 -3.126
O 0.258 2.046 -1.626
H -1.917 3.668 -3.198
H -4.446 3.868 0.718
H -2.766 2.432 1.898
Cl 2.728 -2.799 2.529
C 2.627 -1.348 3.544
Cl 1.301 -1.548 4.686
C 2.437 -0.053 2.604
O 3.440 0.630 2.519
O 1.301 0.073 2.130
H 3.545 -1.277 4.129
C -1.076 2.996 4.401
C -1.322 2.421 5.797
C -1.392 3.609 6.783
C -0.122 1.574 6.242
C -2.632 1.560 5.878
O -2.844 1.198 7.240
C -3.861 2.317 5.318
C -5.205 1.761 5.827
C -5.828 0.775 4.881
C -6.226 1.191 3.615
C -6.771 0.304 2.708
C -6.929 -1.021 3.077
Cl -7.609 -2.144 1.951
C -6.554 -1.461 4.334
C -6.005 -0.557 5.228
C -2.528 0.171 5.188
N -2.452 0.164 3.758
C -1.373 0.020 2.971
N -1.726 0.056 1.706
C -3.067 0.210 1.757
N -3.542 0.275 2.980
H -0.154 3.574 4.401
H -1.878 3.662 4.091
H -0.953 2.220 3.653
H -0.564 4.283 6.570
H -1.282 3.279 7.816
H -2.311 4.185 6.689
H 0.728 2.221 6.448
H 0.182 0.858 5.488
H -0.371 1.034 7.154
H -2.811 2.007 7.763
H -3.839 2.258 4.232
H -3.793 3.369 5.593
H -5.898 2.596 5.958
H -5.053 1.296 6.803
H -6.096 2.223 3.328
H -7.053 0.633 1.719
H -6.676 -2.499 4.605
H -5.705 -0.903 6.208
H -3.429 -0.372 5.479
H -1.663 -0.357 5.589
H -0.370 -0.119 3.313
H -3.696 0.257 0.890
C 3.217 7.493 5.663
C 4.149 7.715 4.510
O 4.151 8.669 3.774
S 5.311 6.330 4.281
C 4.073 5.377 3.414
C 3.752 5.702 2.099
C 2.752 5.025 1.444
C 2.033 4.007 2.099
C 2.403 3.662 3.410
C 3.399 4.345 4.065
C 0.904 3.447 1.500
C -0.142 3.050 1.018
H 2.467 8.281 5.700
H 3.801 7.493 6.584
H 2.731 6.525 5.572
H 4.287 6.500 1.603
H 2.498 5.264 0.421
H 1.916 2.821 3.879
H 3.673 4.068 5.074
*
```

LUMO energy (spin up / spin down), eV: 3.16 / 3.16

***

The following is a quantum chemistry calculation of a structure of composition C18H22BBa2F6O22P in a non-equilibrium geometry, from the Open Molecules 2025 dataset.

```
! RIJCOSX wB97M-V def2-TZVPD def2/J DEFGRID3
* xyz 0 1
Ba 13.350 -14.246 -27.033
Ba 17.477 -12.787 -27.102
B 15.426 -14.650 -25.269
H 14.815 -13.724 -25.103
H 16.090 -14.390 -26.124
H 16.070 -14.819 -24.325
H 14.769 -15.551 -25.414
P 14.990 -12.255 -28.538
O 13.514 -12.275 -28.932
O 16.140 -11.402 -29.146
O 15.458 -13.746 -28.442
O 15.023 -11.899 -27.042
C 13.855 -20.392 -27.759
C 12.476 -20.282 -27.026
O 12.206 -18.921 -27.176
C 13.371 -18.221 -27.319
O 13.464 -17.035 -27.320
O 14.359 -19.071 -27.538
F 12.551 -20.573 -25.694
H 13.692 -20.515 -28.827
H 14.531 -21.064 -27.241
H 11.750 -20.950 -27.491
C 16.165 -17.743 -24.525
C 15.811 -17.230 -23.151
O 16.543 -18.053 -22.262
C 17.045 -19.116 -22.927
O 17.612 -20.060 -22.471
O 16.801 -19.010 -24.244
F 14.469 -17.227 -22.878
H 16.848 -17.088 -25.060
H 15.303 -17.979 -25.142
H 16.182 -16.227 -22.953
C 14.500 -14.219 -21.904
C 14.711 -15.072 -20.642
O 14.023 -14.325 -19.640
C 13.677 -13.101 -20.103
O 13.007 -12.351 -19.463
O 14.132 -12.965 -21.352
F 16.011 -15.130 -20.262
H 13.794 -14.590 -22.644
H 15.455 -14.174 -22.430
H 14.265 -16.063 -20.651
C 21.103 -15.728 -22.819
C 19.856 -16.470 -22.342
O 18.963 -16.181 -23.395
C 19.387 -15.109 -24.078
O 18.714 -14.571 -24.908
O 20.565 -14.684 -23.602
F 19.368 -15.996 -21.176
H 21.743 -16.415 -23.375
H 21.641 -15.419 -21.923
H 20.048 -17.539 -22.262
C 15.723 -11.382 -23.987
C 16.040 -10.255 -23.004
O 16.887 -10.842 -22.060
C 17.489 -11.898 -22.618
O 18.418 -12.483 -22.168
O 16.912 -12.192 -23.796
F 14.866 -9.785 -22.456
H 15.682 -10.957 -24.988
H 14.814 -11.929 -23.764
H 16.435 -9.359 -23.490
C 10.301 -18.131 -23.610
C 9.728 -18.213 -25.022
O 10.163 -16.950 -25.541
C 11.232 -16.540 -24.812
O 11.914 -15.585 -25.024
O 11.520 -17.419 -23.853
F 8.361 -18.127 -24.898
H 10.440 -19.107 -23.152
H 9.616 -17.559 -22.988
H 9.949 -19.052 -25.675
*
```

LUMO energy, eV: -0.33

***

The following is a quantum chemistry calculation of a cluster of 2 separate species, C3H9O in total, from the Open Molecules 2025 dataset.

```
! RIJCOSX wB97M-V def2-TZVPD def2/J DEFGRID3
* xyz -1 1
C -1.183 -0.433 -0.834
O -0.035 0.105 -0.419
C -2.258 -0.519 0.289
H -1.079 -1.489 -1.203
H -1.632 0.131 -1.699
H -3.124 -1.143 0.011
H -2.627 0.478 0.537
H -1.731 -0.931 1.146
C 2.742 0.754 0.443
H 2.064 0.083 0.947
H 2.336 1.759 0.501
H 2.786 0.467 -0.603
H 3.740 0.737 0.886
*
```

LUMO energy, eV: 4.48